1.
Below is 4 unconnected molecules or ions with the total composition C3H16N2O3, with properties calculated with ωB97M-V with the def2-TZVPD basis set.

Each line ends with the Löwdin spin population.
Cartesian coordinates (Å):
O1 0.246 2.050 -1.803  0.11
O2 -0.496 0.421 -4.431  0.28
O3 -3.016 0.700 2.231  0.01
N1 0.365 -0.117 0.212  0.01
N2 -0.026 1.956 1.294  0.01
C1 0.444 -2.556 0.730  0.06
C2 1.161 -1.341 0.136  0.09
C3 0.472 0.598 1.478  0.02
H1 1.074 -3.419 0.954  0.01
H2 1.432 -1.510 -0.913  0.07
H3 -0.639 -0.166 -3.664  0.11
H4 -0.126 2.141 0.303  0.01
H5 -0.231 -0.156 -5.168  0.08
H6 -2.772 0.453 3.130  0.00
H7 1.526 0.567 1.760  0.00
H8 0.729 1.250 -1.525  0.03
H9 -2.249 1.010 1.724  0.00
H10 0.059 -2.286 1.710  0.00
H11 2.141 -1.183 0.602  0.01
H12 0.405 2.037 -2.759  0.03
H13 0.576 2.678 1.688  0.00
H14 -0.145 0.125 2.251  0.00
H15 -0.606 -0.374 0.045  0.03
H16 -0.322 -2.877 0.016  0.03

Calculated values
**Net charge**: -1
**Expectation value of S²**: 0.750
**HOMO (spin up / spin down)**: 0.848 / -6.215 eV
**Energy above the lowest of the compared OMol25 structures with the same formula, charge and spin**: 10.2 kJ/mol
**Spin multiplicity**: 2
**Gap between HOMO and LUMO (spin up / spin down)**: 2.39 / 9.37 eV

2.
Below is 12 unconnected molecules or ions with the total composition C72H180N12O24, with properties calculated with ωB97M-V with the def2-TZVPD basis set.

Each line ends with the Löwdin spin population.
Cartesian coordinates (Å):
O1 -31.604 -17.253 -24.876  0.00
O2 -27.464 -18.872 -26.787  0.01
O3 -33.909 -16.267 -32.624  0.00
O4 -28.022 -25.430 -27.398  0.00
O5 -32.668 -24.014 -34.390  0.00
O6 -33.648 -20.767 -25.951  0.00
O7 -28.413 -14.863 -28.331  0.02
O8 -26.405 -19.739 -21.978  0.00
O9 -29.344 -24.410 -32.038  0.00
O10 -33.748 -16.093 -27.918  0.00
O11 -36.783 -18.930 -38.208  0.00
O12 -24.669 -15.892 -14.793  0.00
O13 -24.822 -18.675 -17.351  0.00
O14 -37.326 -18.415 -23.811  0.00
O15 -32.240 -19.379 -31.239  0.00
O16 -32.401 -16.713 -36.999  0.00
O17 -28.000 -20.990 -35.389  0.00
O18 -21.703 -16.692 -24.649  0.03
O19 -34.919 -22.464 -31.169  0.00
O20 -28.262 -17.231 -33.376  0.01
O21 -25.061 -15.885 -21.401  0.01
O22 -24.486 -22.761 -25.496  0.00
O23 -29.928 -22.255 -22.693  0.00
O24 -34.554 -30.748 -33.257  0.00
N1 -34.424 -18.832 -36.391  0.00
N2 -29.267 -18.837 -29.125  0.00
N3 -22.658 -20.135 -25.322  0.00
N4 -30.214 -24.351 -29.298  0.00
N5 -26.127 -19.242 -33.912  0.00
N6 -31.113 -14.019 -29.239  0.00
N7 -30.889 -21.603 -25.633  0.00
N8 -26.832 -19.386 -19.013  0.00
N9 -25.399 -15.713 -17.765  0.00
N10 -33.907 -17.533 -22.996  0.00
N11 -35.197 -18.761 -31.306  0.00
N12 -33.972 -27.596 -34.029  0.00
C1 -30.317 -23.136 -30.144  0.00
C2 -25.593 -14.958 -15.433  0.00
C3 -29.965 -23.941 -27.933  0.00
C4 -26.017 -20.684 -34.060  0.01
C5 -23.769 -19.043 -16.537  0.00
C6 -27.138 -18.475 -17.904  0.00
C7 -29.229 -22.466 -23.940  0.00
C8 -29.534 -24.930 -33.326  0.00
C9 -32.023 -19.501 -32.635  0.00
C10 -27.807 -19.314 -20.102  0.00
C11 -25.477 -16.298 -20.131  0.00
C12 -35.603 -20.078 -31.764  0.00
C13 -21.608 -15.859 -23.451  0.01
C14 -33.080 -22.732 -33.940  0.00
C15 -28.066 -19.678 -29.070  0.01
C16 -34.007 -17.198 -27.091  0.00
C17 -31.271 -20.463 -26.466  0.00
C18 -34.868 -29.871 -34.351  0.00
C19 -32.700 -20.766 -26.990  0.00
C20 -30.432 -23.596 -31.588  0.00
C21 -33.441 -14.937 -32.889  0.00
C22 -22.289 -18.794 -25.696  0.03
C23 -31.386 -18.619 -30.399  0.00
C24 -36.407 -19.974 -37.359  0.00
C25 -36.124 -23.044 -31.739  0.00
C26 -23.178 -20.861 -26.505  0.03
C27 -21.801 -18.056 -24.416  0.01
C28 -28.651 -15.843 -33.349  0.01
C29 -35.302 -17.986 -22.847  0.00
C30 -27.091 -14.724 -27.698  0.12
C31 -38.155 -18.659 -24.952  0.00
C32 -35.035 -21.083 -30.780  0.00
C33 -26.095 -18.753 -16.750  0.00
C34 -27.082 -17.383 -32.547  0.04
C35 -29.534 -23.192 -21.654  0.00
C36 -26.479 -18.376 -25.846  0.02
C37 -27.505 -20.303 -21.243  0.00
C38 -33.736 -28.867 -34.725  0.00
C39 -25.771 -22.835 -26.204  0.01
C40 -30.285 -17.089 -25.322  0.00
C41 -35.798 -19.321 -36.103  0.00
C42 -27.774 -26.762 -27.009  0.00
C43 -33.034 -18.593 -23.537  0.00
C44 -32.498 -17.490 -35.785  0.00
C45 -34.754 -30.243 -31.953  0.00
C46 -29.582 -21.354 -24.957  0.00
C47 -31.593 -18.049 -23.690  0.00
C48 -24.901 -16.213 -13.426  0.00
C49 -33.969 -17.921 -35.417  0.00
C50 -30.030 -14.741 -30.018  0.00
C51 -33.482 -25.101 -33.867  0.00
C52 -32.405 -15.781 -28.113  0.00
C53 -25.559 -16.607 -22.502  0.01
C54 -23.417 -22.357 -26.335  0.01
C55 -35.986 -18.059 -24.204  0.00
C56 -26.993 -19.058 -28.147  0.05
C57 -29.345 -25.055 -27.082  0.00
C58 -24.851 -15.445 -19.069  0.00
C59 -28.653 -14.408 -29.586  0.03
C60 -35.048 -16.323 -31.822  0.00
C61 -34.988 -21.057 -26.386  0.00
C62 -25.992 -20.562 -23.029  0.00
C63 -37.657 -19.385 -39.231  0.00
C64 -35.852 -17.637 -31.935  0.00
C65 -29.186 -21.815 -35.648  0.00
C66 -32.369 -14.792 -29.250  0.00
C67 -27.355 -21.411 -34.192  0.00
C68 -26.583 -18.793 -32.582  0.04
C69 -29.973 -19.196 -30.340  0.00
C70 -25.159 -14.596 -16.874  0.00
C71 -32.994 -26.521 -34.366  0.00
C72 -31.064 -16.169 -37.235  0.00
H1 -35.092 -22.099 -26.689  0.00
H2 -30.628 -20.411 -27.345  0.00
H3 -34.076 -29.436 -31.674  0.00
H4 -35.649 -20.538 -37.903  0.00
H5 -27.882 -18.330 -20.566  0.00
H6 -32.799 -29.287 -34.360  0.00
H7 -25.031 -14.401 -19.327  0.00
H8 -31.046 -24.921 -29.357  0.00
H9 -33.902 -16.778 -26.091  0.00
H10 -27.249 -17.209 -31.484  0.02
H11 -33.412 -18.065 -27.378  0.00
H12 -34.143 -22.565 -34.111  0.00
H13 -30.099 -25.835 -27.193  0.00
H14 -26.746 -13.725 -27.966  0.02
H15 -27.604 -19.786 -30.051  0.01
H16 -25.220 -20.121 -23.660  0.00
H17 -25.499 -17.678 -22.311  0.00
H18 -35.312 -20.284 -27.083  0.00
H19 -35.989 -17.158 -24.818  0.00
H20 -25.721 -21.592 -22.800  0.00
H21 -29.048 -17.859 -29.007  0.00
H22 -26.415 -15.483 -28.091  0.07
H23 -35.833 -17.331 -22.156  0.00
H24 -35.816 -15.586 -32.057  0.00
H25 -32.012 -18.515 -33.099  0.00
H26 -32.986 -14.535 -31.984  0.00
H27 -26.327 -16.676 -32.891  0.02
H28 -23.383 -20.239 -24.627  0.00
H29 -35.999 -17.819 -32.999  0.00
H30 -32.842 -19.953 -27.701  0.00
H31 -30.354 -16.956 -37.492  0.00
H32 -37.840 -18.535 -39.889  0.00
H33 -26.188 -17.365 -26.132  0.01
H34 -26.605 -15.363 -15.392  0.00
H35 -35.654 -20.115 -35.371  0.00
H36 -34.477 -31.015 -31.235  0.00
H37 -23.649 -18.418 -15.652  0.00
H38 -25.402 -20.967 -34.914  0.00
H39 -35.599 -20.968 -25.488  0.00
H40 -20.763 -16.229 -22.869  0.00
H41 -26.481 -18.157 -28.486  0.06
H42 -38.324 -17.812 -25.618  0.00
H43 -31.269 -19.507 -25.943  0.00
H44 -25.716 -23.642 -26.934  0.00
H45 -28.511 -22.962 -21.354  0.00
H46 -37.224 -20.629 -37.057  0.00
H47 -31.813 -16.668 -28.340  0.00
H48 -30.171 -15.822 -30.003  0.00
H49 -29.661 -21.274 -36.466  0.00
H50 -29.455 -18.911 -31.255  0.00
H51 -32.531 -15.331 -30.183  0.00
H52 -29.388 -24.858 -26.011  0.00
H53 -28.064 -18.834 -17.455  0.00
H54 -33.020 -19.478 -22.900  0.00
H55 -22.548 -18.160 -23.630  0.00
H56 -25.602 -19.023 -25.833  0.00
H57 -34.026 -20.758 -30.525  0.00
H58 -25.557 -14.016 -14.885  0.00
H59 -22.306 -20.896 -27.158  0.01
H60 -23.666 -20.093 -16.264  0.00
H61 -25.045 -17.280 -19.939  0.00
H62 -27.854 -26.876 -25.928  0.00
H63 -30.028 -20.284 -30.376  0.00
H64 -32.033 -26.766 -33.913  0.00
H65 -29.464 -15.667 -34.052  0.00
H66 -35.757 -29.849 -31.787  0.00
H67 -35.247 -20.227 -32.783  0.00
H68 -28.628 -25.434 -33.662  0.00
H69 -30.957 -23.660 -27.580  0.00
H70 -28.846 -21.244 -25.753  0.00
H71 -31.894 -18.618 -29.434  0.00
H72 -36.410 -18.486 -35.762  0.00
H73 -25.897 -16.614 -13.237  0.00
H74 -32.688 -21.715 -27.528  0.00
H75 -24.094 -14.372 -16.922  0.00
H76 -30.830 -13.822 -28.290  0.00
H77 -31.196 -22.571 -29.836  0.00
H78 -32.517 -22.023 -34.547  0.00
H79 -33.783 -16.670 -23.507  0.00
H80 -22.433 -15.797 -22.742  0.00
H81 -28.298 -27.490 -27.628  0.00
H82 -30.717 -15.679 -36.326  0.00
H83 -27.799 -15.194 -33.552  0.01
H84 -29.534 -23.397 -24.419  0.00
H85 -28.391 -20.466 -21.857  0.00
H86 -24.946 -16.544 -17.412  0.00
H87 -27.139 -14.866 -26.618  0.02
H88 -31.062 -19.941 -32.904  0.00
H89 -28.165 -22.468 -23.704  0.00
H90 -22.912 -18.855 -17.184  0.00
H91 -27.332 -22.475 -33.955  0.00
H92 -36.683 -20.123 -31.899  0.00
H93 -31.006 -15.443 -38.045  0.00
H94 -35.857 -29.428 -34.229  0.00
H95 -33.174 -14.058 -29.266  0.00
H96 -35.483 -18.862 -24.742  0.00
H97 -23.213 -18.330 -26.041  0.02
H98 -36.885 -17.503 -31.613  0.00
H99 -37.018 -22.958 -31.121  0.00
H100 -27.986 -21.020 -33.394  0.00
H101 -39.171 -18.981 -24.723  0.00
H102 -23.472 -22.979 -27.228  0.01
H103 -34.533 -18.415 -37.305  0.00
H104 -29.801 -21.930 -34.756  0.00
H105 -34.511 -24.855 -34.129  0.00
H106 -29.585 -24.230 -21.981  0.00
H107 -25.655 -13.680 -17.197  0.00
H108 -29.387 -22.576 -30.048  0.00
H109 -20.816 -18.446 -24.159  0.00
H110 -27.221 -21.247 -20.778  0.00
H111 -30.095 -22.976 -20.745  0.00
H112 -32.622 -15.022 -33.604  0.00
H113 -33.664 -28.723 -35.804  0.00
H114 -21.467 -14.842 -23.817  0.00
H115 -31.307 -17.513 -22.785  0.00
H116 -29.717 -16.679 -24.487  0.00
H117 -32.167 -16.821 -34.990  0.00
H118 -26.873 -20.615 -23.670  0.00
H119 -30.540 -22.730 -32.241  0.00
H120 -36.304 -22.621 -32.728  0.00
H121 -34.731 -16.264 -30.781  0.00
H122 -33.392 -25.025 -32.783  0.00
H123 -32.814 -26.479 -35.440  0.00
H124 -28.720 -19.605 -19.583  0.00
H125 -29.774 -18.002 -25.629  0.00
H126 -34.929 -27.299 -34.151  0.00
H127 -24.890 -15.388 -12.714  0.00
H128 -34.220 -18.628 -31.523  0.00
H129 -25.948 -19.067 -19.384  0.00
H130 -24.957 -16.455 -23.398  0.01
H131 -29.021 -22.845 -35.964  0.00
H132 -26.207 -19.809 -28.072  0.01
H133 -25.746 -18.996 -31.914  0.05
H134 -26.710 -26.959 -27.143  0.00
H135 -26.947 -18.366 -24.862  0.00
H136 -34.075 -18.301 -34.401  0.00
H137 -29.749 -24.229 -34.133  0.00
H138 -26.033 -21.950 -26.784  0.00
H139 -35.381 -18.943 -22.332  0.00
H140 -26.243 -18.108 -15.883  0.00
H141 -31.819 -18.336 -35.887  0.00
H142 -28.308 -20.674 -28.700  0.00
H143 -34.711 -17.126 -35.490  0.00
H144 -35.613 -21.048 -29.857  0.00
H145 -33.349 -18.874 -24.541  0.00
H146 -22.496 -22.730 -25.887  0.00
H147 -26.588 -23.058 -25.517  0.00
H148 -27.430 -19.347 -32.178  0.00
H149 -35.044 -17.536 -27.108  0.00
H150 -29.592 -20.429 -24.380  0.00
H151 -25.492 -21.106 -33.203  0.01
H152 -35.071 -30.508 -35.212  0.00
H153 -31.343 -24.185 -31.696  0.00
H154 -28.968 -15.548 -32.349  0.00
H155 -21.524 -18.746 -26.471  0.01
H156 -30.364 -25.636 -33.312  0.00
H157 -32.123 -15.288 -27.183  0.00
H158 -23.779 -15.640 -19.117  0.00
H159 -38.635 -19.779 -38.955  0.00
H160 -28.594 -13.322 -29.644  0.01
H161 -37.148 -20.175 -39.783  0.00
H162 -26.260 -19.765 -16.381  0.00
H163 -32.772 -22.657 -32.897  0.00
H164 -30.152 -14.424 -31.053  0.00
H165 -31.359 -17.636 -30.868  0.00
H166 -26.792 -18.940 -34.610  0.00
H167 -31.550 -21.736 -24.881  0.00
H168 -37.779 -19.530 -25.488  0.00
H169 -35.902 -24.088 -31.960  0.00
H170 -24.182 -16.994 -13.177  0.00
H171 -23.969 -20.311 -27.016  0.01
H172 -26.608 -16.381 -22.695  0.00
H173 -34.173 -14.288 -33.371  0.00
H174 -29.421 -23.004 -27.814  0.00
H175 -30.254 -16.366 -26.137  0.00
H176 -27.132 -17.409 -18.132  0.00
H177 -30.845 -18.840 -23.737  0.00
H178 -26.546 -16.339 -19.922  0.00
H179 -32.859 -20.085 -33.020  0.00
H180 -27.866 -14.842 -30.203  0.02

Calculated values
**Net charge**: -1
**Expectation value of S²**: 0.751
**HOMO (spin up / spin down)**: 0.537 / -6.636 eV
**Energy above the lowest of the compared OMol25 structures with the same formula, charge and spin**: 0.0 kJ/mol
**Spin multiplicity**: 2
**Gap between HOMO and LUMO (spin up / spin down)**: 1.03 / 8.20 eV

The highest expectation value of S² belongs to which entry?
C72H180N12O24

Which formula does entry 1 have?
C3H16N2O3

Number 1 is which compound?
C3H16N2O3